{
  "formula": "C5H10O2",
  "method": "ωB97M-V/def2-TZVPD",
  "symbols": ["C", "O", "C", "C", "C", "C", "O", "H", "H", "H", "H", "H", "H", "H", "H", "H", "H"],
  "positions_angstrom": [[-1.985, -0.295, 1.738], [-1.419, 0.016, 0.490], [-0.022, 0.179, 0.590], [0.498, 0.484, -0.760], [1.996, 0.649, -0.892], [-0.018, -0.820, -1.653], [-0.119, -0.072, -2.605], [-1.564, -1.227, 2.145], [-3.060, -0.420, 1.592], [-1.809, 0.513, 2.466], [0.456, -0.750, 0.929], [0.228, 1.008, 1.257], [0.012, 1.452, -1.073], [2.297, 0.813, -1.935], [2.333, 1.514, -0.308], [2.484, -0.257, -0.527], [-0.844, -1.627, -1.620]],
  "forces_ev_per_a": [[-0.19, -0.06, 0.25], [0.13, 0.03, 0.06], [0.54, 0.24, 0.86], [0.18, -1.35, 1.74], [-0.01, -0.17, 0.24], [-1.61, 4.86, -0.21], [-0.65, -2.18, -4.52], [-0.08, 0.13, -0.05], [0.14, 0.02, 0.04], [-0.04, -0.13, -0.10], [-0.08, 0.05, 0.39], [-0.09, -0.01, 0.52], [0.08, -1.47, -0.22], [-0.25, -0.09, 0.24], [0.00, -0.17, -0.05], [0.25, 0.11, 0.03], [1.67, 0.19, 0.78]],
  "nbo_charge": [-0.245, -0.544, -0.084, -0.200, -0.615, 0.323, -0.519, 0.164, 0.195, 0.167, 0.158, 0.164, 0.220, 0.233, 0.210, 0.203, 0.169],
  "lumo_ha": 0.02569,
  "gap_ev": 9.15,
  "homo_ha": -0.3105,
  "spin_multiplicity": 1,
  "smiles": "COC[C@@H](C)C=O",
  "largest_force_ev_per_a": 5.13,
  "relative_energy_kcal_mol": 104.8
}